(1)
10
Properties=species:S:1:pos:R:3:lowdin_charge:R:1 method="wB97M-V/def2-TZVPD" relative_energy_ev=1.4333 energy_ha=-247.25456 smiles="O=C1CNC1" orbital_gap_ha=0.39486 e_homo_ev=-9.80 e_lumo_ha=0.035 charge=0
O -0.86 0.32 -1.95 0.10
C -0.28 0.22 -0.91 -0.38
C 0.63 -0.83 -0.25 -0.12
N 0.15 -0.36 1.07 -0.04
C -0.32 0.91 0.46 -0.13
H 0.49 -1.88 -0.52 0.12
H 1.67 -0.53 -0.42 0.12
H -0.70 -0.89 1.26 0.10
H -1.25 1.37 0.81 0.12
H 0.48 1.66 0.46 0.11

(2)
10
Properties=species:S:1:pos:R:3:lowdin_charge:R:1 method="wB97M-V/def2-TZVPD" relative_energy_ev=4.2997 energy_ha=-247.14922 orbital_gap_ha="0.28703 / 0.29854" e_homo_ev="-7.70 / -7.95" e_lumo_ha="0.004 / 0.006" charge=0
C -1.45 0.64 0.55 -0.06
C -0.05 0.68 0.91 -0.33
C 0.68 -0.76 -0.87 -0.17
N 0.44 0.55 -0.37 -0.13
O -2.30 0.51 -0.23 0.19
H 0.27 1.59 1.37 0.12
H -0.05 -0.18 1.68 0.15
H -0.15 -1.26 -0.57 0.02
H 0.92 -0.57 -1.99 0.10
H 1.69 -1.21 -0.48 0.10

(3)
11
Properties=species:S:1:pos:R:3:lowdin_charge:R:1 method="wB97M-V/def2-TZVPD" relative_energy_ev=1.4570 energy_ha=-322.52079 orbital_gap_ha=0.39098 e_homo_ev=-9.70 e_lumo_ha=0.035 charge=0
O 1.82 -1.27 -0.45 0.04
C 1.58 -0.36 0.31 -0.25
C 0.36 0.52 0.19 -0.25
N -0.48 0.15 -0.93 -0.01
C -2.95 -0.51 0.18 -0.01
O -2.49 -0.55 1.23 -0.01
H 2.24 -0.15 1.17 0.12
H -0.19 0.43 1.14 0.10
H 0.71 1.56 0.14 0.12
H -0.11 -0.70 -1.34 0.07
H -0.49 0.87 -1.64 0.08

(4)
11
Properties=species:S:1:pos:R:3:lowdin_charge:R:1 method="wB97M-V/def2-TZVPD" relative_energy_ev=5.2939 energy_ha=-322.37979 orbital_gap_ha=0.34664 e_homo_ev=-9.45 e_lumo_ha=-0.001 charge=0
C 0.54 1.70 0.09 -0.10
C -0.93 -1.00 0.44 -0.32
C 0.13 -1.71 -0.59 -0.07
O 0.00 0.47 -0.35 -0.27
N 0.86 -0.83 -1.08 0.21
O -2.11 -1.23 0.34 0.03
H -0.44 -0.75 1.40 0.13
H -0.01 -2.74 -0.90 0.13
H 1.10 2.21 -0.69 0.09
H -0.33 2.31 0.39 0.10
H 1.19 1.58 0.96 0.08

(5)
11
Properties=species:S:1:pos:R:3:lowdin_charge:R:1 method="wB97M-V/def2-TZVPD" relative_energy_ev=0.9287 energy_ha=-322.54020 smiles="O=CCNC=O" orbital_gap_ha=0.40218 e_homo_ev=-10.13 e_lumo_ha=0.030 charge=0
O 2.11 -0.50 -0.87 0.06
C 1.76 -0.01 0.18 -0.22
C 0.31 0.01 0.67 -0.15
N -0.54 -0.41 -0.40 0.01
C -1.73 0.18 -0.59 -0.36
O -2.13 1.03 0.19 0.01
H 2.45 0.43 0.91 0.12
H 0.10 -0.57 1.59 0.14
H 0.16 1.07 0.94 0.13
H -0.22 -1.06 -1.11 0.13
H -2.26 -0.16 -1.50 0.14

(6)
11
Properties=species:S:1:pos:R:3:lowdin_charge:R:1 method="wB97M-V/def2-TZVPD" relative_energy_ev=0.8134 energy_ha=-322.54444 smiles="[H]/N=C(/C)OC=O" orbital_gap_ha=0.43031 e_homo_ev=-10.84 e_lumo_ha=0.032 charge=0
H -2.22 0.65 0.66 0.08
N -1.44 0.27 1.20 0.19
C -0.38 0.27 0.54 -0.45
C 0.94 -0.24 1.04 -0.01
O -0.33 0.85 -0.76 0.03
C -0.16 -0.02 -1.77 -0.33
O -0.10 -1.21 -1.67 0.09
H 1.68 0.57 1.05 0.09
H 1.29 -1.03 0.38 0.08
H 0.81 -0.63 2.05 0.09
H -0.08 0.53 -2.72 0.15

(7)
11
Properties=species:S:1:pos:R:3:lowdin_charge:R:1 method="wB97M-V/def2-TZVPD" relative_energy_ev=2.9265 energy_ha=-322.46678 orbital_gap_ha=0.37915 e_homo_ev=-9.70 e_lumo_ha=0.023 charge=0
N 1.56 -0.38 0.41 0.07
C 0.27 -0.03 -0.11 -0.27
C -1.03 -0.77 0.26 -0.07
O -1.74 0.48 0.01 0.03
C -0.56 1.19 -0.09 -0.52
O -0.36 2.31 -0.48 0.10
H 2.17 0.43 0.46 0.09
H 1.99 -1.09 -0.17 0.09
H 0.21 0.52 -1.21 0.22
H -1.36 -1.58 -0.39 0.12
H -1.16 -1.06 1.31 0.13

(8)
11
Properties=species:S:1:pos:R:3:lowdin_charge:R:1 method="wB97M-V/def2-TZVPD" relative_energy_ev=5.1383 energy_ha=-322.38551 orbital_gap_ha=0.40975 e_homo_ev=-10.36 e_lumo_ha=0.029 charge=0
C 0.36 -1.49 -1.39 -0.17
C -0.44 -0.67 -0.37 -0.27
C -0.01 2.06 1.66 -0.35
H -0.56 -2.10 -2.20 0.14
H 1.23 -0.66 -2.05 0.15
H 1.12 -2.43 -0.75 0.14
H -1.45 -1.10 0.03 0.14
H -0.76 2.59 2.34 0.15
N 0.11 0.40 0.08 0.04
O -0.75 1.10 0.96 -0.07
O 1.14 2.31 1.70 0.10

(9)
11
Properties=species:S:1:pos:R:3:lowdin_charge:R:1 method="wB97M-V/def2-TZVPD" relative_energy_ev=1.3676 energy_ha=-322.52407 smiles="[H]/N=C1/COCO1" orbital_gap_ha=0.41133 e_homo_ev=-10.32 e_lumo_ha=0.032 charge=0
H 2.44 -0.47 -1.08 0.07
N 1.76 -1.09 -0.65 0.16
C 0.77 -0.43 -0.25 -0.43
C -0.48 -0.95 0.41 -0.10
O -1.43 0.06 0.12 -0.08
C -0.71 1.25 0.04 -0.19
O 0.62 0.92 -0.36 0.02
H -0.82 -1.90 0.00 0.14
H -0.33 -1.06 1.50 0.14
H -1.15 1.89 -0.73 0.14
H -0.67 1.78 1.00 0.14

(10)
11
Properties=species:S:1:pos:R:3:lowdin_charge:R:1 method="wB97M-V/def2-TZVPD" relative_energy_ev=1.1080 energy_ha=-322.53362 smiles="N=C1OCCO1" orbital_gap_ha=0.39091 e_homo_ev=-9.87 e_lumo_ha=0.028 charge=0
N -2.30 -0.88 -0.29 0.17
C -1.13 -0.45 -0.14 -0.53
O -0.54 -0.39 1.08 0.02
C 0.80 0.09 0.96 -0.12
C 0.90 0.53 -0.50 -0.12
O -0.28 0.01 -1.10 0.02
H -2.58 -0.82 -1.26 0.06
H 1.49 -0.72 1.22 0.13
H 0.93 0.91 1.66 0.13
H 0.92 1.62 -0.62 0.13
H 1.77 0.10 -1.01 0.13

no.,M (g/mol)
1,71.08
2,71.08
3,87.08
4,87.08
5,87.08
6,87.08
7,87.08
8,87.08
9,87.08
10,87.08